(1)
DFT (ωB97M-V with the def2-TZVPD basis set) results for a cluster of 3 separate species, C4H10N4O2 in total in a non-equilibrium geometry.

Cartesian coordinates (Å):
C1 2.1210 -0.1624 1.4823
C2 -5.2525 0.5001 -6.8036
C3 1.8015 -1.8793 2.8991
C4 1.8199 -0.5905 3.7892
N1 2.0213 -1.4725 1.5074
N2 -5.1750 0.9922 -7.9183
N3 2.1142 0.3662 2.7325
N4 1.0307 2.0044 2.3053
O1 2.3178 0.5518 0.4193
O2 -5.3922 0.1414 -5.7639
H1 2.6251 -2.6956 3.2681
H2 0.7879 -2.5564 2.9050
H3 0.8406 -0.6025 4.3209
H4 2.8191 -0.6884 4.4024
H5 2.2710 -2.1712 0.8479
H6 -4.5869 1.7612 -8.2877
H7 -5.8320 0.5135 -8.6080
H8 1.9429 1.5456 0.6632
H9 0.3398 1.6874 2.9544
H10 1.3859 2.7551 2.8843

The HOMO-LUMO gap comes out at 8.5 eV. Its spin multiplicity is 1. As for the total charge: +2. The calculation puts the relative energy (zero: lowest compared OMol25 entry of this formula, charge and spin) at 50.75 kcal/mol. As for the total energy: -527.17684 a.u. The HOMO energy is -0.5752 hartree.

---

(2)
DFT (ωB97M-V with the def2-TZVPD basis set) results for a structure of composition C23H39GaO2Si in a non-equilibrium geometry.

Cartesian coordinates (Å):
O1 -4.4357 0.8417 -3.4873
C1 -5.4317 -0.1926 -3.3604
C2 -6.1968 0.2118 -4.6209
H1 -6.0214 -0.0846 -2.4437
H2 -4.9807 -1.1878 -3.4278
C3 -5.1001 1.3193 -4.7023
H3 -7.2110 0.5889 -4.4420
H4 -6.1558 -0.5212 -5.4358
C4 -5.6423 2.7284 -4.5393
H5 -6.3106 2.8046 -3.6752
H6 -6.2024 3.0305 -5.4300
H7 -4.8148 3.4328 -4.4178
C5 -4.1885 1.2024 -5.9083
H8 -3.8180 0.1790 -6.0254
H9 -3.3398 1.8830 -5.7963
H10 -4.7202 1.4820 -6.8221
Ga1 1.8987 -0.0292 0.8288
C6 4.3363 -1.0248 -0.0574
C7 3.7720 -1.9343 0.8776
C8 2.5002 -2.3783 0.3565
H11 4.2014 -2.2146 1.8449
C9 2.3161 -1.7632 -0.9352
C10 3.4625 -0.9383 -1.1899
H12 3.6585 -0.4139 -2.1251
H13 5.3225 -0.5535 0.0436
H14 1.8148 -3.1041 0.8142
H15 1.5461 -2.0514 -1.6625
C11 3.7716 1.6548 1.6683
C12 3.7241 1.8215 0.2482
C13 2.3863 2.1553 -0.1308
H16 4.5760 1.7838 -0.4375
C14 1.5816 2.2130 1.0822
C15 2.4639 1.9333 2.1906
H17 2.1498 1.9084 3.2353
H18 4.6599 1.3955 2.2565
H19 2.0487 2.4841 -1.1157
H20 0.5386 2.5569 1.1527
O2 0.1800 -0.0589 -0.0662
C16 -0.1240 0.4864 -1.4093
C17 -1.3499 -0.2901 -1.8251
H21 0.7550 0.3586 -2.0568
H22 -0.3437 1.5451 -1.2474
C18 -2.0399 -0.6381 -0.4967
H23 -1.0400 -1.2184 -2.3224
H24 -1.9915 0.2713 -2.5067
C19 -0.8978 -0.9386 0.4368
H25 -2.7340 -1.4752 -0.5762
H26 -2.5928 0.2369 -0.1439
H27 -0.5403 -1.9687 0.3148
H28 -1.0590 -0.6931 1.4925
C20 2.6401 0.6564 5.4107
Si1 2.0665 -0.9043 4.5907
C21 3.5314 -2.1000 4.6976
C22 0.6235 -1.6655 5.4722
C23 1.7845 -0.7490 2.7483
H29 2.9006 0.4138 6.4541
H30 1.8347 1.4026 5.4187
H31 3.5279 1.0922 4.9301
H32 3.7858 -2.2816 5.7528
H33 3.3278 -3.0899 4.2579
H34 4.4529 -1.7272 4.2188
H35 -0.2346 -0.9756 5.4115
H36 0.3507 -2.6352 5.0217
H37 0.9025 -1.8187 6.5304
H38 2.8569 -0.7911 2.6150
H39 1.2665 -1.6628 2.4657

The HOMO-LUMO gap comes out at 7.3 eV. Its spin multiplicity is 1. The calculation puts the relative energy (zero: lowest compared OMol25 entry of this formula, charge and spin) at 0.00 kcal/mol. As for the total energy: -3264.35989 a.u. The HOMO energy is -0.2529 hartree.

---

(3)
DFT (ωB97M-V with the def2-TZVPD basis set) results for a structure of composition C38H30Cl2IN7O8S3Ti in a non-equilibrium geometry.

Cartesian coordinates (Å):
Ti1 -0.1705 0.2828 -0.4911
C1 -1.7161 -1.7206 3.0977
C2 -1.5284 -0.7454 1.9640
N1 -0.3521 -0.4170 1.5296
N2 0.7062 -0.8140 2.3368
C3 1.2069 0.1074 3.1075
S1 0.9118 1.7430 3.1770
S2 2.3474 -0.6900 4.3260
C4 1.1184 -0.8538 5.7039
C5 1.1703 0.3144 6.6412
C6 0.3542 1.4250 6.4500
C7 0.4707 2.5326 7.2755
C8 1.3618 2.5233 8.3368
C9 2.1513 1.4048 8.5585
C10 2.0681 0.3164 7.7053
C11 -2.7232 -0.0900 1.4518
C12 -4.0085 -0.4902 1.8280
C13 -5.1059 0.3065 1.5813
C14 -4.9275 1.5527 0.9837
C15 -3.6807 1.9556 0.5666
C16 -2.5573 1.1192 0.7177
O1 -1.4037 1.4497 0.2230
H1 -2.2765 -1.2745 3.9196
H2 -0.7548 -2.0753 3.4545
H3 -2.2702 -2.5740 2.7011
H4 1.3818 -1.7841 6.2077
H5 0.1386 -0.9465 5.2403
H6 -0.3484 1.4417 5.6324
H7 -0.1354 3.4088 7.0863
H8 1.4380 3.3847 8.9896
H9 2.8316 1.3806 9.4013
H10 2.7085 -0.5432 7.8639
H11 -4.1443 -1.4455 2.3165
H12 -6.0948 -0.0308 1.8644
H13 -5.7839 2.1983 0.8310
H14 -3.5412 2.9084 0.0736
C17 3.1827 -0.6099 0.2171
C18 2.5335 -1.2749 -0.9537
C19 3.3882 -1.8146 -1.9409
C20 2.8822 -2.5897 -2.9363
C21 1.5021 -2.8882 -2.9483
C22 0.9438 -3.8194 -3.8407
C23 -0.3919 -4.1212 -3.7614
C24 -1.2152 -3.4506 -2.8611
C25 -0.7204 -2.4750 -2.0079
S3 -1.7800 -1.6341 -0.9376
C26 0.6862 -2.2281 -1.9900
N3 1.2137 -1.4111 -1.0237
H15 3.6429 0.3439 -0.0613
H16 3.9828 -1.2526 0.5962
H17 2.4724 -0.4283 1.0132
H18 4.4444 -1.5934 -1.8770
H19 3.5213 -3.0110 -3.7022
H20 1.5803 -4.2931 -4.5770
H21 -0.8210 -4.8745 -4.4100
H22 -2.2760 -3.6571 -2.8295
Cl1 2.6058 -5.1489 2.5503
C27 2.0141 -3.5441 2.0924
Cl2 0.5594 -3.6351 1.0949
H23 2.7946 -3.0513 1.5222
H24 1.7992 -2.9804 2.9947
O2 4.6233 2.4139 -5.6821
N4 3.5792 1.8921 -6.0527
O3 3.3541 1.6528 -7.2361
C28 2.5957 1.5452 -5.0782
C29 1.4401 0.9027 -5.4886
C30 0.4711 0.5354 -4.5549
C31 0.6528 0.7936 -3.1617
O4 -0.2168 0.4413 -2.2680
C32 1.8798 1.4389 -2.7707
C33 2.8251 1.8218 -3.7308
N5 2.1533 1.6885 -1.4622
O5 1.2928 1.3528 -0.4988
O6 3.2761 2.2066 -1.1044
N6 -0.6951 -0.1330 -5.0280
O7 -1.5672 -0.4765 -4.2451
O8 -0.7991 -0.3372 -6.2389
H25 1.2972 0.6715 -6.5308
H26 3.7323 2.3152 -3.4256
I1 -0.6683 3.8486 -1.6189
C34 -2.3225 3.0355 -2.6749
C35 -2.9569 3.8204 -3.6286
C36 -4.0440 3.2577 -4.2804
C37 -4.4294 1.9659 -3.9653
C38 -3.7222 1.2801 -2.9905
N7 -2.7000 1.8309 -2.3462
H27 -2.6133 4.8215 -3.8396
H28 -4.5875 3.8320 -5.0200
H29 -5.2674 1.4947 -4.4582
H30 -3.9705 0.2686 -2.6953

The HOMO-LUMO gap comes out at 4.7 eV. Its spin multiplicity is 1. As for the total charge: -2. The calculation puts the relative energy (zero: lowest compared OMol25 entry of this formula, charge and spin) at 0.00 kcal/mol. As for the total energy: -5713.32356 a.u. The HOMO energy is -0.0291 hartree.

---

> Which value of relative energy (zero: lowest compared OMol25 entry of this formula, charge and spin) does entry 2 give?

0.00 kcal/mol